No. 1
Below is a structure of composition C33H22Cl8N4O2V at a distorted geometry, with properties calculated with wB97M-V/def2-TZVPD.

Strongest force on any atom = 1.762 eV/A
Orbital gap (spin up / spin down) = 3.468 / 4.741 eV
⟨S²⟩ = 3.81
HOMO (spin up / spin down) = 0.0198 / -0.0270 Eh
Energy relative to the best compared isomer or geometry (same formula, charge and spin) = 1.474 eV
Charge = -2
2S+1 = 4

Positions of all 70 atoms, in Å:
V  0.0406  0.3111  0.4499
N  -2.0032  3.5351  -0.5147
C  -1.2981  2.7504  0.3018
O  -1.5169  1.5297  0.3255
C  -0.3125  3.3575  1.2636
C  -0.2479  2.5305  2.5538
H  -2.4483  3.0498  -1.2889
H  -1.6010  4.4317  -0.7306
H  -0.6197  4.3863  1.4708
H  0.6528  3.3972  0.7535
H  -1.2662  2.4301  2.9391
H  0.3281  3.0899  3.2991
Cl  3.8442  1.3245  -5.9588
C  2.8681  1.4885  -4.5096
C  2.5117  0.3588  -3.7901
C  1.7466  0.5173  -2.6559
Cl  1.2242  -0.8618  -1.7454
C  1.2918  1.7659  -2.1583
O  0.5898  1.8853  -1.1004
C  1.6916  2.8656  -2.9576
Cl  1.1717  4.4577  -2.4551
C  2.4574  2.7447  -4.1011
H  2.8171  -0.6281  -4.1095
H  2.7300  3.6262  -4.6641
C  0.0835  -3.6442  2.2145
C  -0.8749  -4.3680  1.5164
C  -1.6783  -3.7159  0.5920
C  -1.5317  -2.3470  0.3508
C  -0.5352  -1.6044  0.9983
C  0.2376  -2.2882  1.9460
C  -2.4344  -1.6304  -0.5674
C  -3.7733  -1.9321  -0.6751
C  -4.5928  -1.1625  -1.5162
C  -4.0209  -0.0979  -2.2425
C  -4.7513  0.7425  -3.1102
C  -4.1394  1.7697  -3.8277
C  -2.7747  1.9784  -3.6985
C  -2.0235  1.1728  -2.8308
C  -2.6079  0.1417  -2.0785
N  -1.8350  -0.6047  -1.2294
H  0.7100  -4.1245  2.9592
H  -0.9983  -5.4325  1.6878
H  -2.4281  -4.2681  0.0348
H  0.9837  -1.7403  2.5126
H  -4.1864  -2.7380  -0.0804
H  -5.6561  -1.3607  -1.5996
H  -5.8188  0.5676  -3.2156
H  -4.7289  2.3941  -4.4911
H  -2.2799  2.7617  -4.2642
H  -0.9615  1.3247  -2.7237
N  3.9281  -3.5362  2.0873
C  3.7071  -4.2915  0.9545
C  3.2215  -3.4130  0.0311
N  3.1362  -2.1517  0.5690
C  3.5685  -2.2570  1.7960
H  4.2460  -3.8631  2.9795
H  3.8892  -5.3522  0.9245
H  2.8958  -3.6173  -0.9771
H  3.6180  -1.4593  2.5249
Cl  2.5963  1.2010  0.8272
C  1.8670  1.1025  2.4533
C  0.3641  1.1016  2.4531
C  -0.0920  0.3183  3.6502
Cl  -1.7701  -0.1994  3.6497
C  0.6999  0.0553  4.7095
Cl  0.0586  -0.7924  6.1103
C  2.0983  0.3809  4.7361
Cl  2.8907  0.7041  6.2711
C  2.6412  0.8634  3.5415
Cl  4.4004  1.0682  3.4298

=====

No. 2
Below is a structure of composition C33H23BF5N4OP2ReSSe2 at a distorted geometry, with properties calculated with wB97M-V/def2-TZVPD.

Strongest force on any atom = 4.079 eV/A
Orbital gap (spin up / spin down) = 6.798 / 6.541 eV
⟨S²⟩ = 0.76
HOMO (spin up / spin down) = -0.1746 / -0.1711 Eh
Energy relative to the best compared isomer or geometry (same formula, charge and spin) = 3.677 eV
Charge = -1
2S+1 = 2

Positions of all 73 atoms, in Å:
Re  2.4331  -2.5728  1.2036
F  0.5364  -2.2115  7.7561
C  1.2230  -2.6502  6.6908
C  0.9764  -2.1060  5.4402
F  0.0601  -1.1511  5.2985
C  1.7051  -2.5890  4.3812
F  1.5410  -2.1263  3.1120
C  2.6668  -3.5842  4.4933
S  3.4456  -4.0119  2.9943
C  2.8927  -4.1104  5.7567
F  3.8015  -5.0719  5.9503
C  2.1739  -3.6437  6.8433
F  2.3925  -4.1527  8.0622
Se  -0.6580  3.4961  -1.0506
P  -1.7176  1.8312  -0.2878
C  -2.6855  2.3451  1.1665
C  -3.4386  1.3952  1.8578
C  -4.1822  1.7591  2.9639
C  -4.1786  3.0800  3.3936
C  -3.4299  4.0238  2.7122
C  -2.6835  3.6561  1.5999
C  -2.9098  1.2512  -1.5290
C  -4.2788  1.3045  -1.2941
C  -5.1721  0.8830  -2.2686
C  -4.7050  0.4079  -3.4837
C  -3.3391  0.3579  -3.7250
C  -2.4508  0.7776  -2.7535
C  -0.5973  0.5926  0.3611
C  0.4079  -0.2337  -0.1357
N  0.9095  -0.9839  0.8951
N  0.2010  -0.5709  1.9978
N  -0.6571  0.3258  1.6641
P  1.1942  -0.5797  -1.7158
Se  2.5485  -2.0906  -1.3710
C  2.0728  0.8080  -2.5012
C  3.4597  0.8112  -2.5579
C  4.1299  1.8627  -3.1606
C  3.4219  2.9183  -3.7155
C  2.0363  2.9208  -3.6676
C  1.3683  1.8714  -3.0643
C  0.0136  -1.3278  -2.8844
C  -0.0660  -0.9185  -4.2091
C  -0.9627  -1.5337  -5.0721
C  -1.7821  -2.5510  -4.6122
C  -1.6999  -2.9615  -3.2873
C  -0.8028  -2.3559  -2.4277
H  -3.4445  0.3630  1.5298
H  -4.7638  1.0155  3.4933
H  -4.7591  3.3697  4.2607
H  -3.4241  5.0533  3.0460
H  -2.1034  4.4061  1.0781
H  -4.6697  1.6830  -0.3603
H  -6.2367  0.9307  -2.0785
H  -5.4029  0.0818  -4.2446
H  -2.9682  -0.0047  -4.6751
H  -1.3877  0.7449  -2.9543
H  4.0370  0.0039  -2.1287
H  5.2110  1.8572  -3.1950
H  3.9499  3.7384  -4.1857
H  1.4753  3.7391  -4.0999
H  0.2868  1.8877  -3.0471
H  0.5735  -0.1271  -4.5796
H  -1.0218  -1.2148  -6.1054
H  -2.4840  -3.0283  -5.2843
H  -2.3359  -3.7591  -2.9261
H  -0.7376  -2.6847  -1.3965
B  5.5790  0.8752  2.0199
C  4.5391  -0.2704  1.7528
N  3.7721  -1.1090  1.5528
H  5.6498  1.0650  3.2168
H  6.6580  0.5264  1.5841
H  5.2009  1.8815  1.4533
O  3.5923  -3.6150  0.4535

=====

No. 3
Below is a structure of composition C33H23CuN3O7 at a distorted geometry, with properties calculated with wB97M-V/def2-TZVPD.

Strongest force on any atom = 1.105 eV/A
Orbital gap (spin up / spin down) = 6.783 / 6.768 eV
⟨S²⟩ = 0.75
HOMO (spin up / spin down) = -0.3202 / -0.3197 Eh
Charge = 0
2S+1 = 2

Positions of all 67 atoms, in Å:
Cu  0.5887  1.3925  -0.4306
O  -1.1020  -0.1560  -0.4460
C  -2.4128  0.4655  -0.4913
C  -2.2492  2.0197  -0.5161
O  -3.2746  2.6818  -0.5641
O  -1.0438  2.4723  -0.4708
C  -3.1353  0.0029  0.7723
C  -2.9611  -1.3227  1.1796
C  -3.5443  -1.7960  2.3456
C  -4.3215  -0.9492  3.1288
C  -4.5139  0.3636  2.7239
C  -3.9316  0.8377  1.5507
C  -3.1128  0.0361  -1.7740
C  -2.4828  0.2925  -2.9927
C  -3.0642  -0.1120  -4.1856
C  -4.2932  -0.7625  -4.1756
C  -4.9324  -0.9990  -2.9686
C  -4.3429  -0.6079  -1.7720
H  -0.9001  -0.5088  -1.3241
H  -2.3480  -1.9823  0.5775
H  -3.3970  -2.8291  2.6406
H  -4.7807  -1.3150  4.0392
H  -5.1347  1.0270  3.3154
H  -4.1119  1.8555  1.2279
H  -1.5425  0.8410  -3.0152
H  -2.5588  0.0979  -5.1205
H  -4.7510  -1.0782  -5.1055
H  -5.8984  -1.4915  -2.9548
H  -4.8556  -0.7899  -0.8354
O  6.1287  1.3759  4.7028
N  5.9834  1.1156  3.5284
O  6.8999  0.9185  2.7560
C  4.6083  1.1961  2.9662
C  3.6091  1.1914  3.8690
C  2.2415  1.2389  3.4617
C  1.1576  1.2178  4.3604
C  -0.1185  1.2625  3.8705
C  -0.3159  1.3222  2.4832
N  0.6904  1.3348  1.6312
C  1.9532  1.3022  2.1061
C  3.0217  1.3395  1.1442
N  2.6345  1.4476  -0.1450
C  3.5408  1.4837  -1.1004
C  4.9049  1.4089  -0.8048
C  5.3186  1.3024  0.4969
C  4.3623  1.2715  1.5394
H  3.8571  1.1472  4.9195
H  1.3503  1.1691  5.4264
H  -0.9795  1.2477  4.5248
H  -1.3122  1.3478  2.0622
H  3.1694  1.5882  -2.1137
H  5.6244  1.4326  -1.6114
H  6.3668  1.2446  0.7276
O  1.5564  0.5111  -4.3009
C  1.2322  0.2519  -3.1549
O  0.8353  1.1574  -2.3061
C  1.3395  -1.1969  -2.6993
C  1.3992  -2.1719  -3.6941
C  1.4934  -3.5152  -3.3645
C  1.5448  -3.9059  -2.0313
C  1.4992  -2.9458  -1.0323
C  1.3938  -1.6011  -1.3678
H  1.3706  -1.8458  -4.7249
H  1.5263  -4.2619  -4.1491
H  1.6176  -4.9560  -1.7730
H  1.5429  -3.2418  0.0090
H  1.3600  -0.8706  -0.5710